[1]
Density functional theory data (ωB97M-V with the def2-TZVPD basis set) for a structure of composition C39H28Br2CrN9O3.

Element x y z (Å)
C -0.525 5.775 -1.058
H -0.318 6.803 -0.743
Br -0.023 -1.446 -5.044
C -0.142 -3.096 -1.246
C 0.022 -4.027 -3.828
C -4.419 -2.010 -1.702
H 2.590 2.369 1.150
C 4.713 0.607 -0.829
H -4.989 -2.360 1.626
H 4.550 1.126 2.497
H 6.652 0.638 -1.745
C -0.244 -3.337 1.058
C -3.244 -1.416 0.755
N -1.066 3.600 0.027
C -0.717 -0.005 2.984
H 0.728 2.499 -0.383
C -0.088 -5.300 -0.305
C 1.465 0.732 3.998
N -0.231 -2.561 0.004
C 3.089 -0.835 -1.856
H 0.285 4.957 0.787
C -1.823 5.765 -1.860
H 0.775 5.910 -2.783
C 5.651 0.226 -1.771
C -0.166 -4.740 0.936
H -4.131 -1.700 3.344
C -4.497 -2.085 0.705
H 1.585 5.299 -1.340
C -0.073 -4.479 -1.458
H -1.750 6.449 -2.707
H -0.331 -2.852 2.022
C -0.134 -2.125 -2.308
C -0.046 -2.640 -3.586
C 3.475 1.093 2.617
H 2.087 -1.230 -1.894
C 1.178 0.098 0.494
H -1.417 5.417 0.892
H -6.027 -2.891 -0.519
C -3.216 -0.890 5.741
N -2.359 3.222 0.118
C 2.899 0.924 3.813
H 3.749 -1.921 -3.576
H 0.083 -4.376 -4.850
H 4.985 1.327 -0.066
H -0.041 -6.375 -0.422
C 3.417 0.079 -0.845
C 0.009 -4.923 -2.802
H -0.874 0.300 5.103
Cr -0.659 -0.546 -0.106
C -2.586 -1.032 1.954
H -0.181 -5.349 1.828
C -3.178 -1.204 3.225
C 4.018 -1.217 -2.798
H -4.854 -2.208 -2.671
C 2.584 1.300 1.440
O -0.181 -0.862 -2.000
N -1.324 -0.467 1.841
H 3.524 0.840 4.695
N 7.077 -1.419 -4.510
N -2.403 1.969 -0.097
C -1.320 -0.099 4.207
C -5.073 -2.379 -0.491
C -3.207 -1.390 -1.605
N 1.188 0.879 1.685
C -0.659 4.984 0.242
H -2.677 6.063 -1.251
C 5.312 -0.691 -2.760
N -1.152 1.501 -0.338
O -4.194 -1.659 5.787
C 0.663 0.565 2.920
C -0.340 2.525 -0.249
C -2.570 -0.737 4.350
C 0.648 5.283 -1.900
H 0.478 4.264 -2.255
N -2.610 -1.103 -0.435
H -2.659 -1.088 -2.491
Br 0.097 -6.779 -3.186
C 2.466 0.442 0.181
O -2.682 -0.208 6.639
H -2.031 4.769 -2.255
H 1.093 0.553 4.992
C 6.293 -1.097 -3.732

Output
LUMO (spin up / spin down)	1.51 / 1.26	eV
<S²>	6.05
Kohn-Sham gap (spin up / spin down)	4.31 / 6.27	eV
multiplicity	5
total charge	-1

Löwdin charges, unit e, in atom order: atom 1 (C): -0.4150, atom 2 (H): 0.1353, atom 3 (Br): 0.7723, atom 4 (C): -0.1239, atom 5 (C): -0.1658, atom 6 (C): -0.0879, atom 7 (H): 0.1435, atom 8 (C): -0.0211, atom 9 (H): 0.1037, atom 10 (H): 0.0932, atom 11 (H): 0.1143, atom 12 (C): -0.0597, atom 13 (C): -0.2188, atom 14 (N): -0.0761, atom 15 (C): -0.1779, atom 16 (H): 0.1381, atom 17 (C): -0.0147, atom 18 (C): -0.0300, atom 19 (N): 0.0467, atom 20 (C): 0.0074, atom 21 (H): 0.1315, atom 22 (C): -0.0768, atom 23 (H): 0.0804, atom 24 (C): -0.0383, atom 25 (C): -0.0157, atom 26 (H): 0.1087, atom 27 (C): -0.0239, atom 28 (H): 0.0803, atom 29 (C): -0.1777, atom 30 (H): 0.0785, atom 31 (H): 0.1285, atom 32 (C): -0.4450, atom 33 (C): -0.6104, atom 34 (C): -0.0517, atom 35 (H): 0.0917, atom 36 (C): -0.1071, atom 37 (H): 0.1301, atom 38 (H): 0.0956, atom 39 (C): -0.6974, atom 40 (N): 0.0898, atom 41 (C): -0.0888, atom 42 (H): 0.1188, atom 43 (H): 0.0945, atom 44 (H): 0.1073, atom 45 (H): 0.0829, atom 46 (C): -0.1598, atom 47 (C): -0.6284, atom 48 (H): 0.1058, atom 49 (Cr): 0.8239, atom 50 (C): -0.2094, atom 51 (H): 0.1124, atom 52 (C): 0.0433, atom 53 (C): -0.0164, atom 54 (H): 0.0871, atom 55 (C): -0.2197, atom 56 (O): -0.1986, atom 57 (N): 0.0230, atom 58 (H): 0.0979, atom 59 (N): 0.1322, atom 60 (N): 0.0523, atom 61 (C): 0.0307, atom 62 (C): -0.0895, atom 63 (C): -0.1438, atom 64 (N): -0.0282, atom 65 (C): -0.1022, atom 66 (H): 0.0799, atom 67 (C): -0.2476, atom 68 (N): -0.0140, atom 69 (O): -0.0530, atom 70 (C): -0.1613, atom 71 (C): -0.0991, atom 72 (C): -0.0972, atom 73 (C): -0.0735, atom 74 (H): 0.0763, atom 75 (N): -0.0249, atom 76 (H): 0.1097, atom 77 (Br): 0.7542, atom 78 (C): -0.1342, atom 79 (O): -0.0533, atom 80 (H): 0.0785, atom 81 (H): 0.0954, atom 82 (C): -0.1982

***

[2]
Density functional theory data (ωB97M-V with the def2-TZVPD basis set) for a structure of composition C39H28N2O8P2S2Sc.

Element x y z (Å)
C 4.168 1.945 -0.622
C 0.401 -3.959 1.438
C 2.555 -1.588 -0.342
C -3.854 -2.511 3.001
H 4.835 2.381 0.108
C 4.586 1.613 -1.903
C 0.108 7.561 -1.223
C -0.221 3.788 -1.190
N -0.785 9.258 0.284
O -1.433 9.518 1.292
C -0.336 -1.147 -0.463
O 0.898 2.107 0.943
C 2.125 2.118 0.926
H 4.949 -0.659 2.527
C -3.347 -3.490 -4.230
H -0.774 -1.896 3.835
C 2.045 -1.260 0.909
C -2.827 -2.300 0.848
O 0.792 3.400 -1.793
C 0.386 -5.150 2.139
C -1.117 5.576 0.297
C -0.460 -4.008 4.069
C -0.012 -5.171 3.467
O 2.835 2.452 2.003
S -2.993 0.532 -0.429
H -4.587 -1.480 -1.801
H -4.271 -4.513 3.638
C 0.017 -2.782 2.066
C 4.780 -1.241 0.474
Sc -0.324 1.151 -0.903
H -1.586 4.783 0.860
H -1.810 7.175 1.554
C -0.369 5.239 -0.830
H 0.020 -6.094 4.032
C 2.913 -0.932 1.941
H 0.714 -3.927 0.404
O 1.452 0.125 -4.473
C 3.919 -1.572 -0.559
H -5.304 -2.708 -3.847
C 2.834 1.721 -0.300
C -3.340 -1.714 1.996
H -4.255 -2.057 3.896
C 3.672 1.106 -2.814
C -4.278 -2.756 -3.513
C -2.025 -3.531 -3.821
H 2.500 -0.687 2.911
P -2.081 -1.244 -0.438
C -3.853 -3.889 2.861
C -2.563 -2.121 -1.963
C 0.249 6.236 -1.583
C -2.804 -3.684 0.716
H 3.947 0.874 -3.831
H -2.384 -4.132 -0.174
H 5.846 -1.225 0.304
C -0.639 7.889 -0.090
H -0.602 -2.856 -2.354
C 1.196 0.490 -3.340
C -3.318 -4.474 1.726
N 1.971 1.180 -1.167
H 4.315 -1.818 -1.534
P 0.230 -1.184 1.183
H -1.299 -4.091 -4.391
C 4.277 -0.920 1.723
H 0.698 -6.066 1.658
C -3.888 -2.073 -2.377
H -3.333 -0.635 2.078
C -0.446 -2.815 3.372
H 0.566 8.356 -1.793
C -1.630 -2.845 -2.688
H 0.828 5.959 -2.452
H 1.869 -1.840 -1.141
H -3.651 -4.029 -5.114
H -0.805 -4.024 5.092
O -0.258 10.111 -0.421
S -0.171 0.228 2.526
C -1.247 6.895 0.677
H 2.207 2.567 2.738
H 5.609 1.792 -2.202
O 0.052 0.621 -2.803
O -1.142 2.999 -0.828
C 2.357 0.903 -2.400
H -3.297 -5.551 1.629

Output
LUMO	1.01	eV
Kohn-Sham gap	5.52	eV
ΔE to the lowest compared entry with this formula, charge and spin	136.22	kJ/mol
total charge	-1

Löwdin charges, unit e, in atom order: atom 1 (C): 0.0251, atom 2 (C): -0.0918, atom 3 (C): -0.1039, atom 4 (C): -0.0892, atom 5 (H): 0.1234, atom 6 (C): -0.0343, atom 7 (C): 0.0122, atom 8 (C): -0.5880, atom 9 (N): -0.3540, atom 10 (O): 0.0636, atom 11 (C): -0.5646, atom 12 (O): -0.0866, atom 13 (C): -0.4469, atom 14 (H): 0.0980, atom 15 (C): -0.1029, atom 16 (H): 0.0449, atom 17 (C): -0.3302, atom 18 (C): -0.3383, atom 19 (O): 0.0444, atom 20 (C): -0.0961, atom 21 (C): 0.0150, atom 22 (C): -0.0942, atom 23 (C): -0.1057, atom 24 (O): 0.1446, atom 25 (S): 0.3404, atom 26 (H): 0.0867, atom 27 (H): 0.0958, atom 28 (C): -0.3334, atom 29 (C): -0.1056, atom 30 (Sc): 0.8695, atom 31 (H): 0.1289, atom 32 (H): 0.1179, atom 33 (C): -0.0944, atom 34 (H): 0.0931, atom 35 (C): -0.1070, atom 36 (H): 0.1062, atom 37 (O): 0.0656, atom 38 (C): -0.0914, atom 39 (H): 0.0953, atom 40 (C): -0.1648, atom 41 (C): -0.1182, atom 42 (H): 0.1001, atom 43 (C): 0.0289, atom 44 (C): -0.0928, atom 45 (C): -0.0872, atom 46 (H): 0.0844, atom 47 (P): 0.3824, atom 48 (C): -0.0992, atom 49 (C): -0.3448, atom 50 (C): 0.0073, atom 51 (C): -0.0830, atom 52 (H): 0.1213, atom 53 (H): 0.1099, atom 54 (H): 0.0960, atom 55 (C): -0.1620, atom 56 (H): 0.0900, atom 57 (C): -0.5694, atom 58 (C): -0.0876, atom 59 (N): 0.0977, atom 60 (H): 0.1044, atom 61 (P): 0.3821, atom 62 (H): 0.0971, atom 63 (C): -0.0934, atom 64 (H): 0.0950, atom 65 (C): -0.1002, atom 66 (H): 0.0679, atom 67 (C): -0.1250, atom 68 (H): 0.1160, atom 69 (C): -0.0848, atom 70 (H): 0.1224, atom 71 (H): 0.0906, atom 72 (H): 0.0923, atom 73 (H): 0.0978, atom 74 (O): 0.0603, atom 75 (S): 0.3522, atom 76 (C): 0.0191, atom 77 (H): 0.1402, atom 78 (H): 0.1092, atom 79 (O): -0.0878, atom 80 (O): -0.1300, atom 81 (C): -0.1474, atom 82 (H): 0.1008

***

[3]
Density functional theory data (ωB97M-V with the def2-TZVPD basis set) for a structure of composition C39H29BrGaGeN2O7.

Element x y z (Å)
H -1.452 1.968 -4.496
H 3.634 -0.420 -3.677
C -1.933 1.466 -2.465
N 3.420 -0.417 -0.908
C 0.403 -2.459 0.532
C 2.976 1.408 3.027
H -4.131 2.839 -1.424
C -2.004 0.466 -1.495
H -0.961 -3.888 -2.216
H -1.590 1.563 2.531
O 3.524 2.139 3.818
H -2.751 -3.410 3.264
C -4.788 -2.805 0.623
C -2.702 -1.642 2.040
H -4.601 -4.452 1.993
O 1.097 0.847 -0.189
C 0.653 2.084 -0.114
C -3.251 -0.958 0.955
C 2.822 -0.997 -3.251
C 0.970 -2.518 -3.604
C 1.973 0.301 3.531
H -5.850 4.512 -0.900
C -0.459 -3.262 -0.239
H -4.135 1.557 2.668
Ge -2.541 0.773 0.357
H -0.757 3.330 0.865
C 0.727 -2.538 -2.209
Ga 2.358 -0.135 0.896
C -5.472 3.865 -0.116
Br 9.273 1.875 0.610
H 0.303 -2.365 1.608
C 5.180 -0.408 1.295
C -0.298 -3.294 -1.595
H -6.727 4.719 1.404
C 6.165 -0.286 2.318
C 7.333 0.394 2.120
C -5.967 3.981 1.175
C -3.986 2.083 0.586
H -0.909 -2.133 -3.396
H -0.503 0.409 1.791
C -0.196 2.427 1.109
O 1.525 -0.483 2.578
O 0.758 2.882 -1.028
H -5.602 -3.257 0.068
H -2.153 2.495 -2.207
C 6.715 0.893 -0.148
C -3.185 -2.893 2.414
C -1.622 -0.830 -1.847
C 7.612 0.978 0.868
C 1.987 -1.756 -4.101
O 1.642 0.232 4.690
H -1.660 -1.623 -1.107
O 4.101 -1.080 1.512
C 2.621 -0.990 -1.897
H 5.922 -0.714 3.282
H 8.045 0.501 2.927
H -1.248 -3.819 0.249
C -1.204 -1.124 -3.138
H 4.984 0.316 -2.059
H -0.818 -0.345 -5.102
H 0.342 -3.112 -4.259
O 3.091 1.463 1.725
H 0.492 2.684 1.914
H -5.866 3.227 3.185
C -1.515 1.177 -3.758
C -4.491 2.923 -0.407
H -4.741 -1.041 -0.595
C -4.502 2.207 1.879
C -5.482 3.145 2.174
C 5.488 0.217 0.038
C -4.226 -3.477 1.704
C 4.605 0.075 -1.065
H 6.926 1.348 -1.108
C 1.542 -1.766 -1.367
H -1.887 -1.194 2.602
C -1.113 1.285 1.588
C -4.302 -1.557 0.254
H 2.171 -1.737 -5.169
N 1.361 -1.749 -0.015
C -1.154 -0.120 -4.097

Output
LUMO	1.31	eV
Kohn-Sham gap	6.72	eV
total charge	-1

Löwdin charges, unit e, in atom order: atom 1 (H): 0.1015, atom 2 (H): 0.1091, atom 3 (C): -0.1011, atom 4 (N): 0.0874, atom 5 (C): -0.0504, atom 6 (C): -0.5191, atom 7 (H): 0.0798, atom 8 (C): -0.2318, atom 9 (H): 0.1357, atom 10 (H): 0.0776, atom 11 (O): 0.0855, atom 12 (H): 0.1027, atom 13 (C): -0.0952, atom 14 (C): -0.1068, atom 15 (H): 0.0953, atom 16 (O): -0.0343, atom 17 (C): -0.5911, atom 18 (C): -0.2689, atom 19 (C): 0.0134, atom 20 (C): -0.0875, atom 21 (C): -0.5030, atom 22 (H): 0.0970, atom 23 (C): -0.0380, atom 24 (H): 0.0993, atom 25 (Ge): 1.0342, atom 26 (H): 0.1103, atom 27 (C): -0.1899, atom 28 (Ga): 0.2956, atom 29 (C): -0.0971, atom 30 (Br): 0.6763, atom 31 (H): 0.1238, atom 32 (C): -0.3279, atom 33 (C): -0.0343, atom 34 (H): 0.0954, atom 35 (C): 0.0122, atom 36 (C): -0.1115, atom 37 (C): -0.1046, atom 38 (C): -0.2527, atom 39 (H): 0.0513, atom 40 (H): 0.0391, atom 41 (C): -0.1380, atom 42 (O): -0.0326, atom 43 (O): 0.0524, atom 44 (H): 0.0960, atom 45 (H): 0.0942, atom 46 (C): -0.0929, atom 47 (C): -0.0978, atom 48 (C): -0.0870, atom 49 (C): -0.6952, atom 50 (C): -0.0581, atom 51 (O): 0.0863, atom 52 (H): 0.0716, atom 53 (O): -0.0245, atom 54 (C): -0.1556, atom 55 (H): 0.1248, atom 56 (H): 0.0987, atom 57 (H): 0.1113, atom 58 (C): -0.1025, atom 59 (H): 0.1332, atom 60 (H): 0.1022, atom 61 (H): 0.1247, atom 62 (O): -0.0013, atom 63 (H): 0.1160, atom 64 (H): 0.0980, atom 65 (C): -0.0748, atom 66 (C): -0.0995, atom 67 (H): 0.1056, atom 68 (C): -0.1124, atom 69 (C): -0.0937, atom 70 (C): -0.1292, atom 71 (C): -0.1065, atom 72 (C): -0.0170, atom 73 (H): 0.1066, atom 74 (C): -0.1061, atom 75 (H): 0.0999, atom 76 (C): -0.2408, atom 77 (C): -0.1059, atom 78 (H): 0.1076, atom 79 (N): 0.1317, atom 80 (C): -0.0669

***

Number 1: E -8414.09980 hartree. Number 2: E -4454.50327 hartree. Number 3: E -8715.73529 hartree.